Record 1
62
Properties=species:S:1:pos:R:3:forces:R:3:nbo_charge:R:1 method="wB97M-V/def2-TZVPD" homo_energy_ev=-6.781 e_lumo_ev=0.4 gap_ev=7.22 charge=0 max_force_ev_per_a=0.86 e_tot_ev=-49858.61391 de_lowest_ev=0.000
Si 2.833233 1.491927 1.346769 -0.08 0.01 0.02 1.82
Mg -0.076355 0.602293 -0.029816 0.04 0.12 0.34 1.78
F -1.155366 -0.358385 1.762038 0.05 0.00 0.14 -0.37
O -0.818360 2.165109 -2.471717 -0.06 -0.18 0.20 -0.35
O -1.214862 2.081211 0.754748 -0.58 0.39 0.01 -0.73
O 0.210633 1.537194 -1.668456 -0.02 0.38 -0.67 -0.79
N -0.489928 -1.285074 -0.767692 -0.16 -0.74 -0.39 -0.74
N -1.519413 -2.860480 -2.201117 0.00 0.05 -0.09 -0.44
N -2.355058 3.864139 1.444391 0.02 -0.01 0.05 -0.79
N -2.181983 -0.606160 -2.178166 0.34 0.23 -0.07 -0.64
N 1.422747 0.502629 1.336992 -0.23 -0.53 0.59 -1.33
C 1.122408 -0.315743 2.417534 0.27 0.16 -0.19 0.12
C -0.590988 -1.567126 3.696415 -0.03 -0.05 0.03 -0.26
C -1.907183 3.059404 0.466196 0.34 -0.18 0.06 0.71
C -2.517971 -3.148446 -3.227871 0.09 0.00 0.10 -0.20
C -2.287201 3.423355 -0.943368 0.01 -0.01 0.04 -0.53
C 2.661471 2.803393 0.030062 -0.09 0.08 -0.17 -1.14
C -0.187748 -0.760557 2.662625 -0.01 0.04 -0.11 0.31
C -3.089077 -0.783281 -3.307029 0.05 0.05 0.03 -0.21
C 0.683309 -3.392465 -1.285512 -0.02 0.13 -0.05 -0.42
C 2.047075 -0.821323 3.362314 0.04 0.07 -0.11 -0.23
C -2.678264 -1.964653 -4.155666 0.11 0.04 -0.06 -0.42
C 3.054120 2.379590 2.984966 0.04 0.10 0.21 -1.13
C -1.124145 3.430335 -1.949194 0.00 -0.19 -0.05 -0.06
C -0.602011 -3.946726 -1.850875 -0.12 0.06 -0.04 -0.19
C -1.353731 -1.598617 -1.697711 0.10 -0.06 0.16 0.64
C 0.355259 -2.019048 4.608732 0.07 0.03 -0.03 -0.27
C 1.678263 -1.637658 4.422114 -0.05 0.01 -0.03 -0.22
C 4.439060 0.579715 1.022571 0.20 -0.14 -0.05 -1.13
C 0.316021 -2.386921 -0.215809 -0.11 0.17 0.00 -0.24
H 3.622971 3.301164 -0.141565 -0.10 -0.04 0.04 0.23
H -1.722375 -1.757757 -4.645098 -0.05 -0.01 -0.03 0.21
H 1.247969 -2.886482 -2.072117 0.04 -0.03 -0.01 0.21
H 1.294016 -4.202599 -0.887650 0.01 0.01 0.04 0.22
H 3.092338 -0.566046 3.231524 -0.07 -0.04 0.05 0.20
H -1.071759 -4.624713 -1.131914 -0.04 -0.01 0.03 0.19
H 0.064901 -2.657873 5.432060 0.01 0.02 -0.02 0.21
H 2.181140 3.002050 3.215019 0.10 -0.07 -0.03 0.23
H -2.183036 -4.028488 -3.774099 0.03 -0.03 -0.01 0.21
H 3.201839 1.690529 3.822400 -0.01 0.12 -0.07 0.23
H 4.724283 -0.064266 1.861228 0.01 0.04 -0.12 0.22
H 1.936816 3.563956 0.346890 0.07 -0.07 -0.06 0.22
H -1.441844 4.033169 -2.802861 -0.01 0.03 -0.04 0.18
H 5.240512 1.314767 0.880952 -0.03 -0.11 0.01 0.23
H -0.406806 -4.519334 -2.757918 -0.02 -0.03 -0.06 0.20
H -3.481846 -3.398535 -2.773346 -0.05 -0.03 0.05 0.19
H 2.441383 -1.987834 5.108340 -0.02 0.02 -0.04 0.21
H 1.206964 -1.967824 0.249021 0.00 0.09 -0.02 0.23
H -1.637826 -1.836205 3.776124 0.04 0.02 -0.02 0.22
H -4.107648 -0.943184 -2.944360 -0.07 0.01 0.04 0.18
H -0.242238 -2.898095 0.576506 -0.03 0.04 0.07 0.19
H 2.305237 2.390873 -0.919980 0.05 0.08 0.08 0.27
H -3.019778 2.686722 -1.283023 -0.03 0.01 -0.01 0.24
H -1.738846 0.312414 -2.159256 0.03 -0.14 0.10 0.44
H -2.884785 4.692627 1.253497 -0.03 0.03 -0.03 0.40
H -3.425484 -2.172909 -4.923190 0.01 0.00 0.04 0.22
H 4.388269 -0.043118 0.122180 -0.01 0.08 0.09 0.23
H -2.104658 3.646079 2.394927 0.01 -0.01 0.00 0.41
H -0.224729 3.875671 -1.522051 0.06 0.01 0.03 0.20
H -2.774611 4.400409 -0.949299 -0.03 0.00 -0.01 0.21
H -3.086931 0.142567 -3.881118 0.01 0.01 0.00 0.21
H 3.932606 3.034622 2.929681 -0.10 -0.05 0.04 0.23

=====

Record 2
42
Properties=species:S:1:pos:R:3:forces:R:3:nbo_charge:R:1 method="wB97M-V/def2-TZVPD" homo_energy_ev=-8.385 e_lumo_ev=0.1 gap_ev=8.51 charge=0 smiles="CC#C[C@H](c1ccc(OCc2ccccc2)cc1)c1oc(=O)[nH]c1O" max_force_ev_per_a=6.96 e_tot_ev=-30691.38087 de_lowest_ev=4.968
O 4.528071 -0.673171 -2.390263 2.67 0.86 -0.67 -0.66
O 2.738900 2.356493 -2.647069 0.41 -0.79 0.77 -0.43
O -0.898918 -0.485791 2.589485 -0.47 1.73 1.19 -0.52
O 4.333018 3.860868 -3.234223 -0.42 -0.58 0.74 -0.61
N 4.893307 1.802857 -2.453362 -0.05 -1.86 0.21 -0.63
C -1.571238 0.314354 4.806075 0.11 -0.53 -1.04 -0.04
C -0.582812 0.029259 6.995790 -1.56 -0.85 -1.58 -0.20
C -0.337826 -0.087680 -0.964195 0.73 -0.63 -0.67 -0.20
C 1.709980 0.065736 -2.466751 -0.84 0.14 -0.58 -0.34
C 1.072136 -0.047152 -1.095978 -2.42 0.64 0.31 -0.02
C -0.964175 -0.164760 0.251981 0.34 0.95 0.99 -0.20
C 2.827508 0.958219 -2.419887 2.29 1.69 -0.60 0.19
C -1.428768 0.702474 3.308333 -1.30 -1.24 0.56 -0.08
C 4.108406 0.630224 -2.441129 -0.03 -0.95 0.49 0.38
C -0.120161 1.879617 -5.753465 -2.30 -0.13 -0.17 -0.69
C 1.206194 -0.173903 1.320641 -4.86 0.89 -0.81 -0.23
C 4.022094 2.778123 -2.774960 -0.31 3.09 -1.51 0.86
C 1.794795 -0.013311 0.104736 1.07 -0.37 -0.95 -0.22
C 0.393923 1.045313 -4.701937 3.62 -2.25 5.51 0.03
C -1.866297 -0.417558 7.445522 0.51 1.60 -2.99 -0.21
C -0.246837 -0.134442 1.446037 1.90 -1.84 -1.84 0.28
C -0.391092 0.286274 5.575396 -1.75 0.86 2.27 -0.20
C -2.865542 -0.142361 5.285024 1.85 0.19 -0.96 -0.20
C 0.950043 0.614063 -3.646193 -3.11 0.65 -4.12 -0.03
C -3.034137 -0.482624 6.604524 1.44 -0.36 0.68 -0.21
H -3.634441 -0.356724 4.538947 0.06 0.55 0.26 0.22
H -0.689789 1.325923 -6.531381 0.63 0.14 0.35 0.23
H 1.740946 -0.267497 2.174339 1.76 -0.21 2.51 0.21
H -2.435614 1.064983 2.922075 1.03 -0.87 0.13 0.18
H 0.584787 2.548901 -6.218410 0.34 0.13 0.03 0.24
H -4.010203 -0.856170 6.972059 0.85 0.33 -0.11 0.22
H -0.916123 2.444635 -5.224705 0.43 0.28 -0.56 0.24
H 5.452373 -0.703851 -2.803174 -1.92 -0.20 0.85 0.49
H -1.066512 -0.211565 -1.764981 0.84 0.37 -0.57 0.22
H 5.831752 1.900711 -2.793778 0.16 -0.10 -0.06 0.42
H -0.754467 1.513276 3.117591 0.60 0.46 0.29 0.19
H 0.224935 0.134960 7.722535 -0.20 -0.11 -0.33 0.22
H -2.037489 -0.156146 0.238283 -0.37 -0.27 0.35 0.21
H 2.887927 0.052670 0.151053 -0.33 -0.07 -0.55 0.22
H -1.995994 -0.528125 8.453803 -0.24 -0.59 2.48 0.20
H 0.567985 0.702142 5.217808 -0.68 -0.52 0.02 0.22
H 2.204790 -0.883809 -2.690761 -0.48 -0.23 -0.31 0.27

=====

Record 3
14
Properties=species:S:1:pos:R:3:forces:R:3:lowdin_spin:R:1 method="wB97M-V/def2-TZVPD" homo_energy_ev="-7.220 / -8.629" e_lumo_ev="0.1 / -0.7" gap_ev="7.28 / 7.89" charge=0 s_squared=2.043 max_force_ev_per_a=2.92 multiplicity=3 e_tot_ev=-16142.79804 de_lowest_ev=4.314
S -0.773168 -1.031408 1.648437 -0.30 -0.62 -0.17 0.12
C -0.283134 -0.088442 0.119096 -1.35 0.78 0.34 0.17
C 1.214690 -0.280633 -0.090598 -0.28 -0.27 -0.57 0.03
C -0.643964 1.391457 0.249710 0.22 -0.08 0.52 0.05
C -1.231332 -2.355372 0.785558 0.13 0.42 0.02 0.12
C -1.217218 -0.673154 -0.903806 2.87 -0.32 -0.47 1.37
H 1.516488 0.192482 -1.026129 0.07 0.03 -0.02 0.00
H 1.458551 -1.341114 -0.143054 0.04 -0.02 -0.03 0.00
H -0.680831 -0.933136 -1.827753 -1.23 -0.23 -0.25 0.09
H -1.704171 1.500665 0.464159 -0.06 0.09 0.02 0.01
H 1.784734 0.170260 0.722731 -0.10 0.03 0.04 0.01
H -1.677302 -3.147974 1.382154 -0.08 -0.05 0.46 0.01
H -0.425887 1.906512 -0.684492 0.04 0.00 -0.04 0.00
H -0.065928 1.853083 1.047142 0.04 0.24 0.14 0.01